one:
The following is a quantum chemistry calculation of a cluster of 3 separate species, C3H13NO2S in total, from OMol25.

Last columns: bonded neighbours and bond lengths (Å).
Positions of all 20 atoms, in Å:
1 C -1.94 1.22 -1.76  N2 1.489, H6 1.093, H7 1.110, H8 1.218
2 N -1.15 -0.01 -1.48  C1 1.489, C3 1.478, H9 1.078
3 C -1.30 -0.90 -0.31  N2 1.478, C4 1.627, H10 1.113, H11 1.097
4 C -0.27 -2.15 -0.21  C3 1.627, S5 1.879, H12 1.074, H13 1.107
5 S -0.60 -3.11 1.38  C4 1.879, H14 1.466
6 H -2.97 0.94 -2.00  C1 1.093
7 H -1.54 1.85 -2.59  C1 1.110
8 H -2.14 2.04 -0.88  C1 1.218
9 H -1.44 -0.59 -2.34  N2 1.078
10 H -1.30 -0.33 0.65  C3 1.113
11 H -2.35 -1.15 -0.11  C3 1.097
12 H -0.05 -2.27 -1.25  C4 1.074
13 H 0.51 -1.62 0.37  C4 1.107
14 H -1.96 -3.35 0.88  S5 1.466
15 O 6.25 3.73 -1.34  H16 0.920, H17 0.980
16 H 5.89 3.73 -2.19  O15 0.920
17 H 6.04 4.43 -0.69  O15 0.980
18 O 0.04 -0.44 4.64  H19 0.914, H20 1.040
19 H 0.15 -0.93 5.40  O18 0.914
20 H 0.13 -1.07 3.82  O18 1.040

Summary:
Charge ... 0
SMILES string ... CNCCS.O.O
Gap between HOMO and LUMO ... 9.492 eV

two:
The following is a quantum chemistry calculation of a cluster of 3 separate species, C3H13NO2S in total, from OMol25.

Last columns: bonded neighbours and bond lengths (Å).
Positions of all 20 atoms, in Å:
1 C 0.08 -0.55 3.15  C2 1.548, H6 1.087, H7 1.083, H8 1.103
2 C 0.48 0.05 1.79  C1 1.548, N3 1.469, C4 1.506, H9 1.096
3 N -0.25 -0.61 0.70  C2 1.469, H10 1.005, H11 0.998
4 C 1.96 0.03 1.54  C2 1.506, S5 1.822, H12 1.099, H13 1.090
5 S 2.53 0.67 -0.07  C4 1.822, H14 1.354
6 H 0.87 -0.45 3.90  C1 1.087
7 H -0.95 -0.33 3.41  C1 1.083
8 H 0.06 -1.64 2.96  C1 1.103
9 H 0.15 1.10 1.83  C2 1.096
10 H -1.05 -0.07 0.43  N3 1.005
11 H -0.54 -1.56 0.85  N3 0.998
12 H 2.29 -1.01 1.66  C4 1.099
13 H 2.50 0.60 2.30  C4 1.090
14 H 1.51 0.28 -0.87  S5 1.354
15 O -2.36 0.20 -1.93  H16 0.955, H17 0.974
16 H -2.76 1.04 -2.14  O15 0.955
17 H -1.41 0.40 -1.78  O15 0.974
18 O -0.93 0.32 -5.73  H19 0.931, H20 0.938
19 H -1.64 0.87 -5.48  O18 0.931
20 H -0.55 0.66 -6.51  O18 0.938

Summary:
Charge ... 0
SMILES string ... C[C@H](N)CS.O.O
Gap between HOMO and LUMO ... 9.338 eV

List of relative energies, unit hartree: one 0.1117; two 0.0000